# 1
A 2-piece molecular cluster, C4H12 overall at a distorted geometry. Source: the Open Molecules 2025 dataset; level of theory: ωB97M-V/def2-TZVPD.

Geometry as XYZ:
```
16
C4H12, DFT ωB97M-V/def2-TZVPD
C 1.151 -1.107 2.619
C 1.763 0.035 1.785
H 1.139 -0.979 3.704
H 0.091 -1.252 2.361
H 1.608 -2.070 2.384
H 1.134 0.912 1.820
H 2.094 -0.386 0.842
H 2.704 0.233 2.331
C -1.728 0.897 -2.925
C -1.277 0.324 -1.568
H -0.844 0.837 -3.567
H -2.426 0.219 -3.414
H -2.143 1.883 -2.800
H -1.329 1.013 -0.722
H -0.204 0.073 -1.546
H -1.733 -0.632 -1.303
```

The relative energy (zero: lowest compared OMol25 entry of this formula, charge and spin) comes out at 49.8 kJ/mol. The calculation puts the HOMO energy (spin up / spin down) at 0.0569 / -0.2834 Ha. As for the multiplicity: 2. The net charge is -1. The LUMO energy (spin up / spin down) comes out at 4.229 / 4.395 eV.

Population analysis type Löwdin, resulting atomic charges in e: C -0.33; C -0.32; H 0.04; H 0.02; H 0.03; H 0.02; H 0.02; H 0.04; C -0.27; C -0.40; H 0.04; H 0.04; H 0.03; H 0.01; H 0.02; H 0.01

=====

# 2
A 2-piece molecular cluster, C4H12 overall at a distorted geometry. Source: the Open Molecules 2025 dataset; level of theory: ωB97M-V/def2-TZVPD.

Geometry as XYZ:
```
16
C4H12, DFT ωB97M-V/def2-TZVPD
C 1.211 1.092 0.652
C 1.044 2.668 0.426
H 0.393 0.794 -0.048
H 2.281 0.859 0.442
H 0.817 0.530 1.463
H 2.018 3.102 0.135
H 0.107 2.997 -0.082
H 0.847 3.212 1.465
C -0.616 -1.618 0.075
C -1.449 -2.156 -1.192
H 0.039 -0.925 -0.356
H -1.321 -1.233 0.842
H -0.207 -2.530 0.623
H -1.258 -1.623 -2.171
H -2.533 -1.915 -1.030
H -1.375 -3.253 -1.244
```

The relative energy (zero: lowest compared OMol25 entry of this formula, charge and spin) comes out at 165.9 kJ/mol. The calculation puts the HOMO energy (spin up / spin down) at 0.0555 / -0.2455 Ha. As for the multiplicity: 2. The net charge is -1. The LUMO energy (spin up / spin down) comes out at 4.233 / 4.482 eV.

Population analysis type Löwdin, resulting atomic charges in e: C -0.32; C -0.40; H 0.01; H 0.05; H 0.01; H 0.02; H 0.00; H 0.05; C -0.28; C -0.31; H -0.02; H 0.03; H 0.06; H 0.04; H 0.03; H 0.03

=====

# 3
A 2-piece molecular cluster, C4H12 overall at a distorted geometry. Source: the Open Molecules 2025 dataset; level of theory: ωB97M-V/def2-TZVPD.

Geometry as XYZ:
```
16
C4H12, DFT ωB97M-V/def2-TZVPD
C 0.404 -1.932 -1.355
C 1.388 -0.839 -1.772
H -0.343 -1.620 -0.626
H -0.120 -2.357 -2.212
H 0.983 -2.748 -0.912
H 1.895 -0.373 -0.921
H 0.874 -0.036 -2.306
H 2.207 -1.210 -2.387
C -0.225 1.158 1.701
C -1.624 1.648 1.422
H -0.169 0.169 2.154
H 0.420 0.948 0.839
H 0.362 1.849 2.309
H -2.372 1.002 1.885
H -1.846 1.701 0.353
H -1.833 2.641 1.828
```

The relative energy (zero: lowest compared OMol25 entry of this formula, charge and spin) comes out at 24.7 kJ/mol. The calculation puts the HOMO energy (spin up / spin down) at 0.0570 / -0.2887 Ha. As for the multiplicity: 2. The net charge is -1. The LUMO energy (spin up / spin down) comes out at 4.346 / 4.383 eV.

Population analysis type Löwdin, resulting atomic charges in e: C -0.32; C -0.41; H 0.03; H 0.03; H 0.03; H 0.02; H 0.01; H 0.02; C -0.33; C -0.29; H 0.03; H 0.03; H 0.03; H 0.04; H 0.03; H 0.04

=====

# 4
A 2-piece molecular cluster, C4H12 overall at a distorted geometry. Source: the Open Molecules 2025 dataset; level of theory: ωB97M-V/def2-TZVPD.

Geometry as XYZ:
```
16
C4H12, DFT ωB97M-V/def2-TZVPD
C -0.304 2.026 1.316
C -0.102 2.975 0.028
H 0.637 1.811 1.734
H -0.853 2.593 1.933
H -0.848 1.029 1.192
H -0.671 3.834 -0.015
H -0.567 2.500 -0.812
H 0.909 3.423 0.020
C 0.555 -3.050 -0.388
C -0.070 -1.825 -0.905
H 1.673 -3.029 -0.354
H 0.227 -3.493 0.567
H 0.239 -3.850 -1.125
H 0.458 -1.040 -0.369
H 0.067 -1.879 -2.053
H -1.350 -2.026 -0.770
```

The relative energy (zero: lowest compared OMol25 entry of this formula, charge and spin) comes out at 193.3 kJ/mol. The calculation puts the HOMO energy (spin up / spin down) at 0.0551 / -0.2555 Ha. As for the multiplicity: 2. The net charge is -1. The LUMO energy (spin up / spin down) comes out at 4.142 / 4.185 eV.

Population analysis type Löwdin, resulting atomic charges in e: C -0.24; C -0.22; H 0.01; H -0.02; H 0.06; H 0.00; H 0.03; H 0.06; C -0.47; C -0.43; H 0.04; H 0.03; H 0.04; H 0.01; H 0.04; H 0.08

=====

# 5
A 2-piece molecular cluster, C4H12 overall at a distorted geometry. Source: the Open Molecules 2025 dataset; level of theory: ωB97M-V/def2-TZVPD.

Geometry as XYZ:
```
16
C4H12, DFT ωB97M-V/def2-TZVPD
C 0.348 -0.520 2.305
C -0.701 0.484 1.891
H 0.501 -1.208 1.462
H 1.332 -0.045 2.324
H 0.146 -1.107 3.193
H -1.510 0.028 1.330
H -0.461 1.383 1.299
H -1.146 1.119 2.676
C 0.226 0.701 -1.883
C 0.156 -0.762 -2.299
H 1.190 0.856 -1.375
H 0.237 1.472 -2.649
H -0.513 1.013 -1.145
H 0.583 -1.402 -1.530
H 0.532 -1.023 -3.280
H -0.920 -0.991 -2.318
```

The relative energy (zero: lowest compared OMol25 entry of this formula, charge and spin) comes out at 55.8 kJ/mol. As for the SMILES: CC.CC. The calculation puts the HOMO energy at -0.4207 Ha. As for the multiplicity: 1. The LUMO energy comes out at 1.160 eV.

Population analysis type Löwdin, resulting atomic charges in e: C -0.16; C -0.20; H 0.06; H 0.06; H 0.06; H 0.06; H 0.06; H 0.06; C -0.18; C -0.16; H 0.06; H 0.06; H 0.04; H 0.06; H 0.06; H 0.06

=====

# 6
A 2-piece molecular cluster, C4H12 overall at a distorted geometry. Source: the Open Molecules 2025 dataset; level of theory: ωB97M-V/def2-TZVPD.

Geometry as XYZ:
```
16
C4H12, DFT ωB97M-V/def2-TZVPD
C -0.137 2.548 1.327
C -0.457 1.630 0.176
H -0.825 2.807 2.121
H 0.756 2.146 1.832
H 0.155 3.492 0.838
H -1.464 1.860 -0.214
H -0.665 0.627 0.558
H 0.046 1.627 -0.792
C 0.015 -2.270 -0.078
C 0.601 -1.927 -1.438
H -0.025 -3.350 0.087
H 0.727 -1.933 0.697
H -0.833 -1.707 0.271
H 0.245 -2.659 -2.175
H 0.245 -0.971 -1.831
H 1.680 -1.991 -1.511
```

The relative energy (zero: lowest compared OMol25 entry of this formula, charge and spin) comes out at 71.3 kJ/mol. As for the SMILES: CC.CC. The calculation puts the HOMO energy at -0.4174 Ha. As for the multiplicity: 1. The LUMO energy comes out at 1.139 eV.

Population analysis type Löwdin, resulting atomic charges in e: C -0.17; C -0.19; H 0.06; H 0.06; H 0.07; H 0.07; H 0.04; H 0.07; C -0.18; C -0.17; H 0.06; H 0.06; H 0.04; H 0.06; H 0.05; H 0.06

=====

# 7
A 2-piece molecular cluster, C4H12 overall at a distorted geometry. Source: the Open Molecules 2025 dataset; level of theory: ωB97M-V/def2-TZVPD.

Geometry as XYZ:
```
16
C4H12, DFT ωB97M-V/def2-TZVPD
C 1.036 -1.219 -1.686
C 1.760 -0.047 -0.955
H 0.957 -0.844 -2.766
H 1.569 -2.254 -1.687
H 0.027 -1.329 -1.222
H 2.685 0.237 -1.481
H 2.012 -0.442 0.014
H 1.001 0.693 -0.911
C -1.575 0.905 0.712
C -1.266 0.361 2.080
H -1.724 0.176 -0.099
H -2.395 1.607 0.521
H -0.768 1.531 0.258
H -0.775 1.259 2.654
H -0.565 -0.548 1.708
H -1.979 -0.086 2.857
```

The relative energy (zero: lowest compared OMol25 entry of this formula, charge and spin) comes out at 129.3 kJ/mol. As for the SMILES: CC.CC. The calculation puts the HOMO energy at -0.4067 Ha. As for the multiplicity: 1. The LUMO energy comes out at 1.105 eV.

Population analysis type Löwdin, resulting atomic charges in e: C -0.18; C -0.17; H 0.07; H 0.09; H 0.05; H 0.07; H 0.05; H 0.02; C -0.24; C -0.19; H 0.05; H 0.06; H 0.06; H 0.09; H 0.10; H 0.07

=====

# 8
A 2-piece molecular cluster, C4H12 overall at a distorted geometry. Source: the Open Molecules 2025 dataset; level of theory: ωB97M-V/def2-TZVPD.

Geometry as XYZ:
```
16
C4H12, DFT ωB97M-V/def2-TZVPD
C -0.328 -1.053 -1.648
C -1.530 -1.936 -1.929
H 0.642 -1.529 -1.521
H -0.243 -0.367 -2.492
H -0.418 -0.542 -0.687
H -1.575 -2.329 -2.938
H -1.746 -2.647 -1.126
H -2.422 -1.305 -1.790
C 0.757 1.721 2.402
C 1.193 1.177 1.044
H 0.840 1.152 3.329
H 1.216 2.690 2.616
H -0.317 1.966 2.470
H 0.654 1.727 0.288
H 0.993 0.108 0.945
H 2.283 1.169 1.037
```

The relative energy (zero: lowest compared OMol25 entry of this formula, charge and spin) comes out at 50.0 kJ/mol. As for the SMILES: CC.CC. The calculation puts the HOMO energy at -0.4185 Ha. As for the multiplicity: 1. The LUMO energy comes out at 1.109 eV.

Population analysis type Löwdin, resulting atomic charges in e: C -0.18; C -0.18; H 0.06; H 0.07; H 0.04; H 0.06; H 0.06; H 0.06; C -0.19; C -0.16; H 0.06; H 0.06; H 0.06; H 0.06; H 0.05; H 0.06

=====

# 9
A 2-piece molecular cluster, C4H12 overall at a distorted geometry. Source: the Open Molecules 2025 dataset; level of theory: ωB97M-V/def2-TZVPD.

Geometry as XYZ:
```
16
C4H12, DFT ωB97M-V/def2-TZVPD
C -1.355 2.369 1.509
C -1.084 0.997 0.800
H -2.263 2.819 1.096
H -1.365 2.283 2.616
H -0.616 3.137 1.357
H -0.417 0.327 1.345
H -0.626 1.312 -0.134
H -2.095 0.622 0.705
C 0.630 -1.457 -1.586
C 1.787 -1.965 -0.720
H 0.099 -2.306 -2.043
H -0.051 -0.876 -0.961
H 0.895 -0.817 -2.431
H 1.690 -3.026 -0.526
H 1.967 -1.406 0.182
H 2.804 -2.015 -1.209
```

The relative energy (zero: lowest compared OMol25 entry of this formula, charge and spin) comes out at 52.2 kJ/mol. As for the SMILES: CC.CC. The calculation puts the HOMO energy at -0.4202 Ha. As for the multiplicity: 1. The LUMO energy comes out at 1.110 eV.

Population analysis type Löwdin, resulting atomic charges in e: C -0.17; C -0.16; H 0.06; H 0.07; H 0.04; H 0.06; H 0.05; H 0.06; C -0.16; C -0.17; H 0.07; H 0.03; H 0.06; H 0.05; H 0.05; H 0.07

=====

# 10
A 2-piece molecular cluster, C4H12 overall at a distorted geometry. Source: the Open Molecules 2025 dataset; level of theory: ωB97M-V/def2-TZVPD.

Geometry as XYZ:
```
16
C4H12, DFT ωB97M-V/def2-TZVPD
C 0.282 -0.873 -2.225
C -1.158 -1.077 -2.396
H 0.931 -1.300 -3.061
H 0.663 0.137 -2.177
H 0.887 -1.311 -1.456
H -1.801 -0.309 -1.914
H -1.564 -2.117 -2.081
H -1.564 -0.911 -3.415
C 0.631 0.606 1.699
C 0.180 1.359 2.960
H 0.559 -0.459 1.922
H -0.045 0.727 0.829
H 1.664 0.852 1.351
H 0.261 2.402 2.902
H 0.863 1.150 3.721
H -0.788 1.125 3.342
```

The relative energy (zero: lowest compared OMol25 entry of this formula, charge and spin) comes out at 77.5 kJ/mol. As for the SMILES: CC.CC. The calculation puts the HOMO energy at -0.4083 Ha. As for the multiplicity: 1. The LUMO energy comes out at 1.116 eV.

Population analysis type Löwdin, resulting atomic charges in e: C -0.22; C -0.20; H 0.09; H 0.06; H 0.05; H 0.06; H 0.10; H 0.07; C -0.16; C -0.16; H 0.06; H 0.06; H 0.08; H 0.04; H 0.04; H 0.06

=====

# 11
A 2-piece molecular cluster, C4H12 overall at a distorted geometry. Source: the Open Molecules 2025 dataset; level of theory: ωB97M-V/def2-TZVPD.

Geometry as XYZ:
```
16
C4H12, DFT ωB97M-V/def2-TZVPD
C 0.578 -2.100 0.398
C 1.337 -0.848 0.645
H 0.843 -3.037 1.024
H -0.474 -1.996 0.303
H 0.775 -2.481 -0.657
H 0.785 -0.158 1.356
H 1.668 -0.493 -0.393
H 2.371 -0.890 1.195
C -0.501 1.906 -0.896
C -1.377 0.972 -0.053
H -0.735 1.760 -2.027
H -0.682 3.027 -0.686
H 0.534 1.966 -0.624
H -1.402 1.390 0.973
H -1.254 -0.102 -0.174
H -2.464 1.084 -0.384
```

The relative energy (zero: lowest compared OMol25 entry of this formula, charge and spin) comes out at 123.5 kJ/mol. As for the SMILES: CC.CC. The calculation puts the HOMO energy at -0.4088 Ha. As for the multiplicity: 1. The LUMO energy comes out at 1.157 eV.

Population analysis type Löwdin, resulting atomic charges in e: C -0.22; C -0.22; H 0.09; H 0.02; H 0.08; H 0.07; H 0.09; H 0.09; C -0.19; C -0.19; H 0.09; H 0.08; H 0.03; H 0.07; H 0.03; H 0.08

=====

# 12
A 2-piece molecular cluster, C4H12 overall at a distorted geometry. Source: the Open Molecules 2025 dataset; level of theory: ωB97M-V/def2-TZVPD.

Geometry as XYZ:
```
16
C4H12, DFT ωB97M-V/def2-TZVPD
C -1.803 0.737 0.584
C -1.716 -0.092 -0.709
H -1.387 1.745 0.374
H -2.838 0.680 0.902
H -1.043 0.441 1.302
H -0.844 0.276 -1.248
H -2.595 0.221 -1.276
H -1.471 -1.131 -0.506
C 1.427 -0.978 -0.199
C 2.048 0.302 0.325
H 1.972 -1.826 0.171
H 0.361 -1.078 -0.082
H 1.577 -1.044 -1.294
H 1.920 0.543 1.385
H 3.147 0.234 0.198
H 1.612 1.187 -0.088
```

The relative energy (zero: lowest compared OMol25 entry of this formula, charge and spin) comes out at 64.0 kJ/mol. As for the SMILES: CC.CC. The calculation puts the HOMO energy at -0.4208 Ha. As for the multiplicity: 1. The LUMO energy comes out at 1.155 eV.

Population analysis type Löwdin, resulting atomic charges in e: C -0.17; C -0.18; H 0.07; H 0.06; H 0.05; H 0.05; H 0.07; H 0.05; C -0.17; C -0.17; H 0.06; H 0.01; H 0.08; H 0.06; H 0.07; H 0.05